176
Properties=species:S:1:pos:R:3:forces:R:3 method="wB97M-V/def2-TZVPD" total_charge=+1 gap_ev=6.460
C -0.79614 -2.47964 -0.25730 -0.880 1.849 -2.729
C -1.38742 -1.88792 -1.40938 1.301 -0.331 1.904
C -0.41080 -1.44565 -2.62325 -1.379 -2.551 0.053
N 0.73078 -0.57367 -2.13281 -0.738 0.180 0.069
C 2.03646 -1.25777 -2.04304 0.856 -1.824 -1.018
C 2.71515 -1.24600 -3.52138 -0.713 0.838 -0.154
S 2.79075 -2.96305 -4.27569 -1.049 0.053 -0.876
C 1.41656 -3.16662 -5.47192 -2.683 -0.620 -0.466
N 0.21912 -3.96155 -5.36408 4.312 3.639 -1.722
N -0.44453 -3.78789 -6.54807 2.966 3.051 -2.836
C 0.31227 -2.90343 -7.39656 -0.576 -2.099 3.997
O 1.49486 -2.48593 -6.72305 -2.845 -2.391 0.948
C 0.42578 0.69399 -1.90559 -1.654 -0.666 -0.496
N -0.93341 1.15868 -2.10209 4.036 3.298 1.506
C -0.85432 2.56254 -1.79278 2.226 -5.044 -0.533
C -2.17376 3.42437 -1.88327 1.064 0.564 0.470
C -2.32496 4.31843 -3.21154 -0.684 0.798 0.560
C -3.80561 4.99693 -3.10690 0.272 -0.837 0.068
C -4.70590 4.58790 -4.38009 0.240 0.232 2.051
C -6.23747 4.58958 -3.89295 0.030 0.065 -1.081
C -6.98073 3.34901 -4.58698 -0.753 0.608 0.025
C -7.14691 2.07179 -3.63549 0.424 0.129 -0.570
C -5.93711 1.87689 -2.60366 -0.356 -1.058 0.369
C -5.60335 0.30127 -2.39898 -0.525 1.183 0.248
C -6.80816 -0.49342 -1.70603 0.183 -0.441 -0.136
C -6.25999 -1.44320 -0.52692 -0.789 0.729 -0.238
C -6.31342 -0.59878 0.85227 0.576 -0.481 -0.251
O -6.30492 -1.47004 2.01866 -1.089 0.563 -0.608
C -7.57658 -2.15637 2.16320 -0.424 -0.255 -0.732
N 0.49887 2.83576 -1.44219 -5.057 3.657 -0.400
C 0.77189 4.25891 -1.12073 2.512 0.990 0.770
C 0.99687 4.52726 0.47767 -0.060 1.223 -0.491
O 0.86972 3.33794 1.26985 -0.410 1.088 -0.688
C -0.48971 3.10616 1.70409 -1.110 -0.875 1.449
C -1.00242 4.08033 2.87184 -0.484 0.700 -1.058
N 1.34372 1.73090 -1.45669 -2.156 0.731 -1.022
S 2.99129 1.76936 -1.02487 5.813 -4.840 2.104
O 3.91982 1.20843 -2.07363 -3.947 2.717 2.510
O 3.10262 1.01873 0.28119 -2.203 4.406 -5.414
F 3.61250 3.28437 -0.69000 -2.285 -2.052 -0.991
H -1.23769 -2.37405 0.79148 0.770 -0.327 -2.788
H 0.18332 -3.03595 -0.42643 -1.048 1.294 0.709
H -2.51362 -1.67779 -1.48626 1.994 0.264 0.294
H -0.96970 -0.99202 -3.50062 0.747 -0.182 1.369
H 0.00735 -2.44460 -3.02097 -0.106 1.801 0.552
H 1.81433 -2.37323 -1.85206 0.244 1.963 0.009
H 2.73420 -0.95629 -1.20793 -1.044 0.144 -1.096
H 3.78222 -0.85884 -3.52770 -1.389 -0.597 0.102
H 2.07906 -0.56744 -4.20220 1.129 -1.031 0.953
H 0.08085 -2.51621 -8.43491 0.315 -0.619 1.636
H -3.05552 2.70703 -1.72926 1.504 0.854 -0.411
H -2.16811 4.15185 -0.99682 -0.060 -1.019 -1.169
H -2.26745 3.73662 -4.18414 0.120 0.575 1.426
H -1.54570 5.16188 -3.21760 -0.922 -1.445 -0.087
H -4.32278 4.55665 -2.17335 0.781 0.673 -1.376
H -3.73907 6.11833 -2.92136 -0.062 -1.427 -0.469
H -4.39388 3.51487 -4.65333 -0.493 1.716 0.082
H -4.49981 5.32796 -5.21728 -0.387 -1.226 0.850
H -6.68049 5.61266 -4.18605 0.407 -1.723 0.340
H -6.37064 4.50576 -2.76489 0.491 0.115 -1.404
H -6.40682 3.04947 -5.53513 -0.954 0.529 1.321
H -8.03439 3.71515 -4.87464 1.594 -0.791 0.146
H -8.14933 2.16665 -3.08804 1.525 -0.337 -0.670
H -7.17509 1.14745 -4.32336 -0.190 1.322 1.116
H -6.28252 2.29588 -1.58785 0.839 -0.457 -1.410
H -4.96099 2.37501 -2.93982 -1.570 -0.493 0.411
H -4.70789 0.24173 -1.69197 -0.929 -0.049 -1.091
H -5.34292 -0.11378 -3.43600 -0.249 0.351 1.613
H -7.38460 -1.10521 -2.48653 0.897 0.832 1.133
H -7.57786 0.21000 -1.23091 1.124 -0.751 -0.807
H -5.19398 -1.77469 -0.75826 -1.382 0.350 0.408
H -6.93227 -2.37098 -0.49102 1.029 1.356 0.258
H -7.21671 0.10326 0.89318 1.011 -1.085 -0.141
H -5.38453 0.06159 0.95812 -1.184 -0.934 -0.222
H -7.74880 -2.45301 3.25295 0.348 0.563 -1.591
H -8.41829 -1.48338 1.75484 1.083 -0.940 0.939
H -7.57453 -3.08357 1.49311 -0.079 1.032 1.082
H 1.72369 4.55104 -1.70497 -1.438 -0.287 0.984
H -0.02291 4.99548 -1.45275 0.604 -1.718 -0.080
H 0.24265 5.34076 0.79594 1.014 -1.358 -0.417
H 2.02474 5.03727 0.58009 -1.435 -1.228 0.186
H -1.24788 3.15323 0.85458 1.192 -0.060 0.781
H -0.51428 2.03872 2.13660 0.221 1.553 -0.966
H -2.03771 4.47226 2.54694 1.516 -0.588 0.700
H -1.12188 3.58410 3.88690 0.475 0.661 -1.396
H -0.32707 5.00238 2.90368 -0.863 -1.340 0.324
C 4.47824 -0.25708 1.67187 0.745 0.451 0.729
C 4.44106 -1.24624 2.79232 0.184 0.211 0.936
O 3.52178 -2.22124 2.33486 0.285 0.024 -1.035
C 3.61974 -2.19973 0.97638 -0.295 -0.628 -0.379
O 3.19936 -3.06030 0.25833 0.145 0.555 0.336
O 4.26125 -1.08216 0.53327 -0.218 -1.064 0.284
F 3.94623 -0.68327 3.91963 -0.031 -0.166 0.032
H 3.67929 0.48686 1.73944 0.663 -0.856 1.092
H 5.43546 0.26151 1.60542 -0.026 -0.214 -0.178
H 5.40211 -1.72006 3.00556 -0.157 0.025 0.165
C -1.74765 -4.78101 -9.76773 0.323 -0.494 1.037
C -1.52785 -5.07012 -11.21758 -0.303 -0.612 -0.438
O -2.40702 -4.16675 -11.85891 0.457 0.434 0.601
C -2.50990 -3.09833 -11.01718 -0.782 1.329 -0.483
O -2.94527 -2.03292 -11.33323 0.358 -0.841 0.355
O -2.04720 -3.39596 -9.76705 -0.001 0.255 -0.598
F -1.90412 -6.33274 -11.52563 0.131 -0.014 -0.105
H -2.59546 -5.33315 -9.35369 0.063 -0.096 -0.223
H -0.86473 -4.98775 -9.16147 -0.109 0.157 0.011
H -0.50421 -4.89530 -11.56171 -0.074 -0.151 -0.100
C -3.74868 -3.23235 2.54995 -0.973 0.524 -0.227
C -3.03327 -3.26513 3.86299 -0.348 -0.462 0.622
O -1.89907 -4.07001 3.59079 0.113 0.628 -0.796
C -1.63186 -3.88138 2.26692 0.864 -0.996 -0.128
O -0.59981 -4.17635 1.73427 -0.742 -0.214 0.830
O -2.67790 -3.30569 1.61877 0.226 -0.465 0.595
F -3.78136 -3.87550 4.81099 0.124 0.115 0.078
H -4.41154 -4.09047 2.40882 0.112 -0.009 0.222
H -4.32577 -2.31850 2.40974 0.101 -0.128 -0.140
H -2.70839 -2.28454 4.22300 -0.053 -0.113 0.157
C -0.02092 1.72399 -7.27609 -0.376 -0.878 -0.309
C 1.13822 2.37619 -6.59073 0.695 0.199 -0.528
O 0.76837 3.73992 -6.55953 -0.482 -0.460 0.374
C -0.59385 3.74711 -6.52199 -1.018 1.138 0.030
O -1.25300 4.69737 -6.22175 0.534 -0.752 -0.208
O -1.11301 2.53417 -6.86144 0.341 0.503 0.319
F 2.26922 2.25258 -7.32220 0.115 -0.040 0.210
H 0.06186 1.75559 -8.36583 0.217 0.100 0.106
H -0.16032 0.68757 -6.96486 -0.187 0.147 0.052
H 1.31663 2.02043 -5.57095 0.171 0.013 -0.053
C 1.64154 -4.28178 4.00839 -0.476 0.594 -0.913
C 2.93859 -4.94646 4.32953 0.477 0.321 0.258
O 2.69967 -5.52485 5.59678 -0.497 -0.257 -0.435
C 1.36284 -5.79225 5.62588 -0.832 -0.582 0.775
O 0.84039 -6.51977 6.41872 0.580 0.572 -0.823
O 0.69676 -5.13493 4.63754 0.490 -0.484 0.561
F 3.93420 -4.03406 4.45068 0.352 -0.096 0.042
H 1.56455 -3.27745 4.43482 0.263 -0.086 0.081
H 1.46019 -4.22142 2.93515 -0.173 -0.138 0.172
H 3.23283 -5.72458 3.61938 0.155 0.104 0.057
C 7.75309 -4.06288 1.69218 -0.616 -0.433 -0.740
C 8.52031 -4.44835 2.91771 0.691 -0.516 0.049
O 9.13619 -3.23611 3.30666 -0.834 0.213 -0.180
C 8.30316 -2.24985 2.87770 0.362 1.365 0.456
O 8.35169 -1.11701 3.25340 -0.185 -0.773 -0.409
O 7.39714 -2.71348 1.96919 0.256 0.113 0.410
F 9.48640 -5.34833 2.62329 -0.038 -0.056 0.132
H 8.36167 -4.09873 0.78460 0.144 -0.076 0.207
H 6.86634 -4.68070 1.54402 -0.034 0.233 0.051
H 7.90093 -4.82489 3.73690 0.157 -0.081 -0.011
C -0.25966 -6.22614 8.99502 0.067 -0.317 -0.801
C -1.17746 -6.72049 10.06736 0.234 -0.476 0.433
O -0.99212 -5.78173 11.10861 -0.194 0.336 -0.592
C -0.65685 -4.61418 10.49061 0.194 1.383 0.534
O -0.68597 -3.54251 11.01844 0.066 -0.819 -0.407
O -0.29126 -4.81794 9.19397 -0.291 0.054 0.623
F -0.79363 -7.94120 10.51325 -0.171 -0.114 0.061
H 0.76466 -6.58711 9.11750 -0.167 -0.119 0.135
H -0.60567 -6.48860 7.99754 0.040 0.235 0.176
H -2.23266 -6.74684 9.78015 0.042 -0.158 0.119
C 5.78729 3.61052 2.19925 0.457 -0.181 -0.840
C 4.70244 3.21263 3.14930 0.056 -0.541 0.523
O 4.86645 4.11908 4.22103 -0.082 0.312 -0.686
C 5.39603 5.24617 3.66702 0.288 1.371 0.578
O 5.42175 6.31143 4.20739 -0.006 -0.896 -0.451
O 5.88563 5.01101 2.41741 -0.399 0.018 0.520
F 4.89760 1.95483 3.61326 -0.167 -0.028 0.009
H 6.74617 3.13918 2.43181 -0.170 -0.110 0.165
H 5.53237 3.39240 1.16151 0.037 0.233 0.039
H 3.69071 3.30352 2.74177 -0.036 -0.167 0.103
C 6.30670 6.84392 7.39549 0.380 -0.216 -0.980
C 5.22343 6.44993 8.34839 0.096 -0.489 0.468
O 5.38823 7.35888 9.41763 -0.109 0.235 -0.638
C 5.91789 8.48498 8.86039 0.310 1.494 0.578
O 5.94473 9.55062 9.39775 0.012 -0.870 -0.406
O 6.40588 8.24560 7.61078 -0.345 -0.010 0.562
F 5.41855 5.19252 8.81634 -0.186 -0.128 0.029
H 7.26541 6.37204 7.62922 -0.176 -0.091 0.215
H 6.05023 6.62302 6.35864 0.019 0.271 0.120
H 4.21192 6.54040 7.94193 0.019 -0.164 0.098